{
  "formula": "C22H19FeN3",
  "method": "ωB97M-V/def2-TZVPD",
  "species": ["Fe", "C", "C", "C", "C", "C", "C", "C", "H", "H", "H", "H", "H", "H", "H", "H", "C", "C", "C", "C", "N", "C", "C", "C", "C", "C", "C", "N", "C", "C", "C", "C", "C", "N", "H", "H", "H", "H", "H", "H", "H", "H", "H", "H", "H"],
  "coordinates": [[0.152, 0.464, 0.205], [0.652, 3.949, -0.124], [0.946, 2.664, 0.581], [0.178, 2.236, 1.673], [0.503, 1.077, 2.413], [1.607, 0.309, 2.062], [2.329, 0.660, 0.910], [2.005, 1.822, 0.191], [1.132, 4.760, 0.431], [-0.415, 4.168, -0.155], [1.060, 3.964, -1.133], [-0.691, 2.816, 1.962], [-0.119, 0.791, 3.253], [1.858, -0.584, 2.620], [3.144, 0.034, 0.566], [2.584, 2.071, -0.691], [1.405, 0.712, -3.816], [2.018, -0.523, -3.972], [1.935, -1.466, -2.951], [1.250, -1.139, -1.803], [0.698, 0.096, -1.635], [0.769, 0.996, -2.620], [0.851, -2.064, -0.726], [0.963, -3.440, -0.644], [0.193, -4.101, 0.311], [-0.757, -3.416, 1.065], [-0.820, -2.041, 0.932], [0.071, -1.418, 0.148], [-1.889, -1.095, 1.314], [-3.043, -1.400, 1.997], [-4.053, -0.442, 2.067], [-3.878, 0.784, 1.443], [-2.677, 1.046, 0.808], [-1.702, 0.134, 0.749], [1.423, 1.456, -4.600], [2.543, -0.761, -4.889], [2.373, -2.449, -3.067], [0.300, 1.957, -2.446], [1.586, -3.995, -1.332], [0.269, -5.177, 0.402], [-1.457, -3.952, 1.692], [-3.173, -2.376, 2.444], [-4.975, -0.664, 2.590], [-4.653, 1.539, 1.451], [-2.494, 1.998, 0.327]],
  "lowdin_spin": [1.06, 0.00, 0.01, -0.01, 0.00, 0.00, 0.00, -0.02, 0.00, 0.00, 0.00, 0.00, 0.00, 0.00, 0.00, 0.00, 0.00, 0.01, 0.00, 0.00, -0.01, 0.01, 0.00, 0.00, 0.00, 0.00, 0.00, -0.03, 0.00, 0.00, 0.01, 0.00, 0.01, -0.01, 0.00, 0.00, 0.00, 0.00, 0.00, 0.00, 0.00, 0.00, 0.00, 0.00, 0.00],
  "max_force_ev_per_a": 0.7,
  "homo_energy_ev": [-18.824, -18.825],
  "s_squared": 0.78,
  "lumo_ev": [-11.688, -11.467],
  "charge": 3,
  "multiplicity": 2,
  "gap_ev": [7.1, 7.4]
}

{
  "formula": "C22H19MnN8O4S4",
  "method": "ωB97M-V/def2-TZVPD",
  "species": ["Mn", "C", "C", "N", "N", "C", "N", "S", "C", "C", "C", "C", "C", "N", "H", "H", "H", "H", "H", "H", "H", "H", "H", "C", "C", "N", "C", "C", "N", "C", "O", "O", "C", "O", "O", "H", "H", "H", "H", "H", "S", "C", "S", "C", "N", "N", "C", "C", "C", "C", "C", "C", "S", "H", "H", "H", "H", "H"],
  "coordinates": [[-0.345, 0.139, -0.473], [0.318, -1.353, -4.362], [-0.078, -0.590, -3.144], [0.210, -1.020, -1.945], [0.803, -2.206, -1.802], [1.031, -2.539, -0.556], [1.571, -3.744, -0.284], [0.634, -1.509, 0.803], [-0.722, 0.693, -3.177], [-1.036, 1.382, -4.354], [-1.573, 2.646, -4.285], [-1.800, 3.222, -3.036], [-1.481, 2.494, -1.913], [-0.979, 1.258, -1.967], [0.498, -2.390, -4.096], [1.244, -0.942, -4.771], [-0.453, -1.299, -5.131], [2.068, -4.207, -1.030], [1.921, -3.870, 0.651], [-0.828, 0.914, -5.306], [-1.799, 3.205, -5.183], [-2.208, 4.217, -2.942], [-1.623, 2.918, -0.926], [-2.627, -2.903, -1.835], [-2.977, -1.674, -1.077], [-2.151, -0.800, -0.533], [-2.925, 0.141, 0.106], [-4.246, -0.173, -0.060], [-4.250, -1.312, -0.813], [-5.533, 0.459, 0.334], [-5.452, 1.528, 1.083], [-6.568, -0.030, -0.055], [-2.265, 1.209, 0.916], [-2.969, 2.029, 1.505], [-0.983, 1.171, 0.921], [-1.573, -2.901, -2.099], [-3.230, -2.977, -2.740], [-2.818, -3.786, -1.224], [-5.102, -1.777, -1.090], [-4.501, 1.772, 1.299], [6.426, -0.118, 1.984], [4.933, 0.407, 1.511], [4.501, 0.590, -0.172], [2.851, 1.017, 0.293], [2.688, 1.020, 1.563], [3.825, 0.700, 2.255], [3.689, 0.694, 3.680], [4.750, 0.948, 4.541], [4.536, 0.919, 5.911], [3.279, 0.657, 6.430], [2.215, 0.442, 5.565], [2.413, 0.461, 4.197], [1.654, 1.388, -0.877], [5.727, 1.179, 4.156], [5.367, 1.109, 6.578], [3.126, 0.631, 7.501], [1.224, 0.258, 5.960], [1.593, 0.303, 3.514]],
  "lowdin_spin": [3.65, 0.00, 0.01, -0.04, 0.00, 0.00, 0.00, 0.04, 0.01, 0.00, 0.01, 0.00, 0.01, 0.02, 0.00, 0.00, 0.00, 0.00, 0.00, 0.00, 0.00, 0.00, 0.00, 0.00, 0.01, 0.06, 0.01, 0.00, 0.01, 0.00, 0.00, 0.00, 0.01, 0.01, 0.03, 0.00, 0.00, 0.00, 0.00, 0.00, 0.00, 0.00, 0.01, 0.02, 0.02, 0.00, 0.00, 0.00, 0.00, 0.00, 0.00, 0.00, 0.10, 0.00, 0.00, 0.00, 0.00, 0.00],
  "de_lowest_kj_mol": 97.77,
  "max_force_ev_per_a": 2.9,
  "homo_energy_ev": [-7.112, -7.264],
  "s_squared": 6.04,
  "lumo_ev": [-1.461, -1.657],
  "charge": 0,
  "multiplicity": 5,
  "gap_ev": [5.7, 5.6]
}

{
  "formula": "C22H19N4O7Y",
  "method": "ωB97M-V/def2-TZVPD",
  "species": ["Y", "O", "C", "C", "N", "C", "C", "O", "O", "C", "C", "O", "O", "H", "H", "H", "H", "H", "H", "H", "H", "H", "O", "C", "O", "C", "C", "C", "N", "C", "C", "C", "C", "C", "C", "C", "N", "C", "C", "C", "C", "C", "N", "H", "H", "H", "H", "H", "H", "H", "H", "H", "H"],
  "coordinates": [[-0.371, 0.491, -0.129], [0.195, 1.877, -2.283], [0.284, 3.281, -1.997], [-0.879, 3.645, -1.100], [-0.821, 2.963, 0.201], [0.288, 3.445, 1.050], [1.391, 2.361, 1.219], [2.118, 2.413, 2.187], [1.416, 1.471, 0.276], [-2.157, 3.032, 0.824], [-3.044, 1.886, 0.263], [-4.213, 2.090, 0.033], [-2.394, 0.774, 0.087], [0.981, 1.629, -2.779], [0.210, 3.850, -2.925], [1.235, 3.501, -1.507], [-1.807, 3.347, -1.595], [-0.897, 4.734, -0.971], [-0.062, 3.715, 2.044], [0.766, 4.334, 0.631], [-2.650, 3.991, 0.654], [-2.080, 2.881, 1.900], [2.199, -6.277, -0.587], [2.063, -5.706, 0.502], [2.301, -6.004, 1.677], [1.481, -4.235, 0.347], [1.324, -3.407, 1.444], [0.862, -2.113, 1.254], [0.472, -1.678, 0.046], [0.549, -2.505, -1.012], [1.095, -3.771, -0.900], [-0.048, -1.998, -2.270], [0.007, -2.713, -3.462], [-0.642, -2.215, -4.577], [-1.355, -1.030, -4.471], [-1.356, -0.373, -3.256], [-0.703, -0.827, -2.184], [0.697, -1.169, 2.384], [1.346, -1.370, 3.595], [1.094, -0.511, 4.650], [0.193, 0.525, 4.471], [-0.385, 0.677, 3.227], [-0.142, -0.132, 2.195], [1.563, -3.814, 2.418], [1.217, -4.454, -1.730], [0.542, -3.648, -3.515], [-0.606, -2.756, -5.513], [-1.896, -0.622, -5.313], [-1.907, 0.549, -3.125], [2.051, -2.180, 3.704], [1.592, -0.654, 5.599], [-0.035, 1.217, 5.268], [-1.084, 1.483, 3.048]],
  "mulliken_charge": [1.26, -0.27, -0.60, -1.03, 0.30, -0.84, 0.66, -0.67, -0.64, -0.62, 0.58, -0.67, -0.68, 0.21, 0.46, 0.34, 0.47, 0.42, 0.46, 0.37, 0.35, 0.44, -0.71, 0.45, -0.71, -0.48, -1.04, 0.77, 0.19, 0.77, -1.02, 0.66, -0.77, -0.45, -0.95, 0.02, 0.00, 0.74, -0.87, -0.50, -0.98, 0.29, -0.06, 0.55, 0.59, 0.41, 0.46, 0.42, 0.41, 0.41, 0.44, 0.42, 0.27],
  "max_force_ev_per_a": 1.6,
  "homo_energy_ev": -8.019,
  "lumo_ev": -1.170,
  "charge": 0,
  "gap_ev": 6.8
}

{
  "formula": "C22H20AlBrN",
  "method": "ωB97M-V/def2-TZVPD",
  "species": ["C", "C", "C", "H", "C", "C", "H", "H", "H", "H", "Al", "Br", "C", "C", "C", "H", "C", "C", "H", "H", "H", "H", "C", "C", "C", "C", "C", "C", "N", "C", "C", "C", "C", "C", "C", "H", "H", "H", "H", "H", "H", "H", "H", "H", "H"],
  "coordinates": [[0.010, -0.140, -2.301], [1.181, 0.048, -1.488], [1.703, -1.168, -1.090], [1.554, 1.037, -1.307], [0.947, -2.223, -1.713], [-0.050, -1.640, -2.502], [-0.748, -2.132, -3.209], [-0.095, 0.556, -3.148], [2.571, -1.345, -0.489], [1.153, -3.295, -1.647], [-1.876, 0.551, -1.328], [-2.036, 2.408, 0.115], [-3.755, 0.736, -1.881], [-3.465, -0.417, -2.695], [-2.679, 0.024, -3.795], [-4.014, -1.358, -2.621], [-2.370, 1.391, -3.640], [-3.036, 1.873, -2.478], [-3.244, 2.926, -2.337], [-4.545, 0.797, -1.133], [-2.373, -0.600, -4.643], [-1.808, 2.027, -4.327], [0.050, -3.135, 3.653], [-0.474, -3.239, 2.356], [-0.481, -2.135, 1.523], [0.080, -0.897, 1.962], [0.547, -0.796, 3.298], [0.586, -1.917, 4.105], [0.211, 0.163, 1.111], [1.214, 1.084, 1.225], [1.062, 2.423, 0.761], [2.030, 3.364, 1.017], [3.205, 2.983, 1.676], [3.401, 1.652, 2.057], [2.472, 0.680, 1.749], [0.021, -4.000, 4.333], [-0.910, -4.174, 2.013], [-0.849, -2.206, 0.501], [0.956, 0.157, 3.618], [1.008, -1.833, 5.103], [0.120, 2.697, 0.267], [1.873, 4.406, 0.759], [3.944, 3.720, 1.996], [4.275, 1.333, 2.620], [2.637, -0.385, 1.952]],
  "mulliken_charge": [0.34, -0.84, -0.39, 0.72, -0.88, -0.64, 0.32, 0.56, 0.49, 0.39, 0.15, -0.48, -0.29, -0.62, -0.35, 0.46, -0.51, -0.51, 0.57, 0.51, 0.45, 0.46, -0.50, -0.59, -0.31, 0.23, -0.39, -0.51, -0.03, 0.40, -0.01, -0.73, -0.60, -0.76, -0.13, 0.30, 0.35, 0.17, 0.52, 0.35, -0.23, 0.39, 0.30, 0.32, 0.53],
  "de_lowest_kj_mol": 145.67,
  "max_force_ev_per_a": 4.1,
  "homo_energy_ev": -2.615,
  "lumo_ev": 2.434,
  "charge": -1,
  "gap_ev": 5.0
}

> Which formula does entry 1 have?

C22H19FeN3